Computed, not measured: C20H27N3O3S in the gas phase in a non-equilibrium geometry, with the ωB97M-V functional and the def2-TZVPD basis.

Calculated values
**SMILES**: Cc1[nH]c(C)c(S(=O)(=O)N(C)Cc2ccccc2)c1C(=O)N1CCCCC1
**E_tot**: -1566.51380 Ha
**Energy relative to the best compared isomer or geometry (same formula, charge and spin)**: 103.1 kJ/mol
**Frontier orbital gap**: 0.330 Ha
**Total charge**: 0
**LUMO**: 0.0210 Eh

CARTESIAN COORDINATES (ANGSTROEM)
C  -2.249  -1.620  -3.662
C  -1.675  -0.597  -2.749
N  -2.123  0.697  -2.730
C  -1.432  1.429  -1.812
C  -1.711  2.869  -1.585
C  -0.516  0.584  -1.229
S  0.665  0.982  0.034
O  1.873  0.243  -0.197
O  0.764  2.417  0.082
N  0.042  0.501  1.490
C  0.318  -0.838  1.948
C  -1.279  1.015  1.772
C  -1.411  1.344  3.235
C  -2.370  0.741  4.035
C  -2.455  1.054  5.381
C  -1.577  1.967  5.938
C  -0.612  2.568  5.145
C  -0.530  2.259  3.800
C  -0.662  -0.696  -1.829
C  0.066  -1.926  -1.409
O  -0.345  -2.591  -0.469
N  1.137  -2.277  -2.140
C  1.682  -1.518  -3.240
C  3.065  -0.969  -2.884
C  3.985  -2.111  -2.462
C  3.345  -2.853  -1.293
C  1.973  -3.377  -1.708
H  -1.865  -2.599  -3.394
H  -3.336  -1.638  -3.587
H  -1.983  -1.412  -4.700
H  -2.865  1.056  -3.310
H  -1.774  3.400  -2.534
H  -2.655  3.005  -1.055
H  -0.905  3.293  -0.992
H  1.332  -1.079  1.641
H  -0.368  -1.575  1.520
H  0.251  -0.861  3.036
H  -2.055  0.298  1.463
H  -1.380  1.928  1.180
H  -3.053  0.023  3.604
H  -3.206  0.580  5.997
H  -1.642  2.208  6.989
H  0.076  3.279  5.579
H  0.218  2.715  3.169
H  1.761  -2.189  -4.108
H  1.003  -0.702  -3.488
H  2.954  -0.273  -2.052
H  3.475  -0.435  -3.742
H  4.136  -2.798  -3.299
H  4.958  -1.715  -2.169
H  3.217  -2.158  -0.461
H  3.973  -3.684  -0.967
H  2.074  -4.089  -2.536
H  1.467  -3.866  -0.874

***

Computed, not measured: a molecular structure, C21H35Cl2N4O3STm in a non-equilibrium geometry, with the ωB97M-V functional and the def2-TZVPD basis.

Calculated values
**E_tot**: -3669.76084 Ha
**Frontier orbital gap (alpha / beta)**: 0.144 / 0.144 Ha
**Total charge**: 0
**Spin multiplicity**: 3
**LUMO (alpha / beta)**: -0.0054 / -0.0054 Eh

CARTESIAN COORDINATES (ANGSTROEM)
O  -1.287  -1.699  0.329
C  -1.764  -2.822  -0.105
C  -2.436  -3.767  0.727
C  -1.969  -4.100  2.037
H  -1.059  -3.596  2.425
C  -2.741  -5.001  2.768
H  -2.377  -5.332  3.730
C  -3.998  -5.433  2.316
H  -4.609  -6.107  2.939
C  -4.520  -4.973  1.099
H  -5.547  -5.231  0.771
C  -3.763  -4.099  0.332
H  -4.192  -3.518  -0.521
H  -2.617  -3.187  -1.503
C  -0.358  -3.944  -2.039
C  -1.555  -2.967  -1.854
H  0.090  -3.824  -3.051
H  -0.582  -5.051  -1.958
H  0.394  -3.658  -1.256
C  -1.478  -1.698  -2.388
C  -0.386  -1.171  -3.237
H  -2.270  -0.994  -2.088
H  -0.221  -1.804  -4.107
H  0.526  -1.031  -2.637
H  -0.644  -0.169  -3.583
Tm  -0.646  0.133  1.196
Cl  1.130  -1.717  2.244
Cl  -3.147  0.524  0.493
C  2.094  -0.071  -0.580
O  0.906  0.302  -0.334
N  3.016  0.817  -0.924
C  2.770  2.259  -0.913
C  4.381  0.465  -1.270
H  2.400  -1.117  -0.504
H  1.723  2.522  -0.709
H  3.074  2.661  -1.893
H  3.431  2.724  -0.156
H  4.512  -0.622  -1.334
H  5.065  0.893  -0.516
H  4.625  0.950  -2.229
H  -1.438  4.867  -1.647
H  -4.018  4.909  0.046
C  -1.715  3.802  -1.555
C  -3.855  3.894  -0.330
N  -2.444  3.571  -0.301
H  -0.803  3.196  -1.627
C  -1.862  2.972  0.737
O  -0.723  2.425  0.669
H  -4.431  3.176  0.252
H  -2.423  2.907  1.679
H  -2.396  3.551  -2.391
H  -4.165  3.841  -1.385
S  -1.034  1.041  3.764
C  0.560  1.719  3.694
N  1.665  1.022  3.363
C  3.006  1.592  3.163
C  3.145  2.833  3.995
C  1.974  3.725  3.660
N  0.704  3.034  3.967
H  1.524  -0.024  3.318
H  3.148  1.793  2.095
H  3.721  0.814  3.431
H  4.065  3.361  3.753
H  3.131  2.543  5.050
H  1.945  3.986  2.579
H  1.951  4.657  4.246
H  -0.169  3.563  3.888

***

Computed, not measured: C3H2N2O2 in the gas phase in a non-equilibrium geometry, with the ωB97M-V functional and the def2-TZVPD basis.

Calculated values
**SMILES**: [H]/N=C(/C#N)OC=O
**E_tot**: -375.45115 Ha
**Energy relative to the best compared isomer or geometry (same formula, charge and spin)**: 158.5 kJ/mol
**Frontier orbital gap**: 0.418 Ha
**Total charge**: 0
**LUMO**: -0.0042 Eh

CARTESIAN COORDINATES (ANGSTROEM)
H  2.277  -0.456  0.657
N  1.433  -0.640  1.198
C  0.441  -0.055  0.694
C  -0.866  -0.168  1.335
N  -1.893  -0.227  1.856
O  0.507  0.831  -0.424
C  -0.350  0.431  -1.476
O  -0.961  -0.582  -1.385
H  -0.609  0.842  -2.455

***

Computed, not measured: 14 unconnected molecules or ions with the total composition C27H69F5N26O16S in a non-equilibrium geometry, with the ωB97M-V functional and the def2-TZVPD basis.

Calculated values
**E_tot**: -4595.75537 Ha
**Frontier orbital gap**: 0.288 Ha
**Total charge**: 0
**LUMO**: -0.0089 Eh

CARTESIAN COORDINATES (ANGSTROEM)
O  1.751  1.588  -1.457
S  1.099  0.463  -0.849
O  0.971  -0.718  -1.988
C  -0.455  -0.963  -2.267
C  -0.792  -0.694  -3.736
C  -1.722  0.518  -3.938
C  -1.028  1.875  -4.029
C  0.306  2.058  -4.279
C  0.832  3.331  -4.298
C  0.036  4.417  -4.075
C  -1.317  4.253  -3.857
C  -1.835  2.985  -3.840
O  2.176  -0.221  0.209
C  3.010  0.736  0.877
C  2.263  1.705  1.831
C  0.942  1.163  2.433
C  -0.184  2.159  2.184
F  0.036  3.241  2.996
F  -0.218  2.640  0.923
C  -1.601  1.592  2.459
F  -1.822  1.432  3.776
F  -2.525  2.453  1.987
F  -1.805  0.443  1.821
H  -0.652  -2.008  -2.024
H  -1.067  -0.360  -1.586
H  -1.351  -1.580  -4.075
H  0.125  -0.640  -4.326
H  -2.348  0.584  -3.038
H  -2.409  0.364  -4.776
H  0.944  1.200  -4.457
H  1.889  3.519  -4.463
H  0.437  5.426  -4.057
H  -1.991  5.101  -3.695
H  -2.900  2.841  -3.670
H  3.716  0.167  1.482
H  3.623  1.329  0.195
H  2.158  2.673  1.335
H  2.941  1.879  2.665
H  1.057  1.131  3.522
H  0.682  0.150  2.123
C  -6.393  1.459  3.378
O  -7.590  1.404  3.574
N  -5.817  2.417  2.590
N  -5.515  0.561  3.931
H  -4.832  2.477  2.413
H  -6.430  3.089  2.168
H  -5.901  -0.160  4.515
H  -4.525  0.585  3.782
C  6.265  1.794  3.162
O  5.163  1.453  2.756
N  6.428  2.661  4.201
N  7.425  1.335  2.610
H  7.324  2.951  4.546
H  5.599  3.020  4.634
H  7.344  0.697  1.839
H  8.344  1.607  2.928
C  10.705  -0.048  3.626
O  10.673  1.171  3.526
N  11.866  -0.742  3.792
N  9.569  -0.797  3.576
H  11.911  -1.739  3.876
H  12.716  -0.211  3.832
H  8.710  -0.291  3.456
H  9.543  -1.795  3.653
C  -3.589  -0.783  6.772
O  -4.794  -0.835  6.950
N  -3.000  0.185  6.012
N  -2.727  -1.700  7.316
H  -2.013  0.238  5.849
H  -3.602  0.873  5.598
H  -3.129  -2.424  7.884
H  -1.733  -1.678  7.184
C  -1.964  7.542  -2.121
O  -1.808  6.841  -3.111
N  -2.888  8.547  -2.069
N  -1.226  7.368  -0.991
H  -3.029  9.130  -1.266
H  -3.447  8.698  -2.887
H  -0.542  6.634  -1.008
H  -1.320  7.919  -0.159
C  0.096  8.285  2.329
O  0.289  8.627  1.169
N  -0.023  9.186  3.344
N  -0.015  6.976  2.695
H  -0.181  8.930  4.300
H  0.055  10.158  3.106
H  0.068  6.285  1.972
H  -0.174  6.675  3.638
C  -1.194  -4.545  -4.014
O  -1.675  -3.514  -3.570
N  -1.223  -4.844  -5.354
N  -0.593  -5.477  -3.227
H  -0.836  -5.681  -5.745
H  -1.657  -4.175  -5.966
H  -0.556  -5.293  -2.245
H  -0.190  -6.324  -3.569
C  -5.385  -5.560  -6.207
O  -5.550  -4.368  -6.404
N  -4.205  -6.077  -5.755
N  -6.365  -6.488  -6.424
H  -4.056  -7.058  -5.591
H  -3.456  -5.431  -5.582
H  -7.249  -6.151  -6.756
H  -6.242  -7.471  -6.266
C  1.143  -3.533  3.343
O  1.704  -3.409  4.420
N  0.055  -4.338  3.173
N  1.557  -2.877  2.220
H  -0.426  -4.455  2.300
H  -0.273  -4.833  3.978
H  2.355  -2.274  2.307
H  1.110  -2.962  1.326
C  1.906  -7.402  -1.757
O  0.722  -7.105  -1.828
N  2.383  -8.616  -2.163
N  2.845  -6.544  -1.269
H  3.348  -8.879  -2.114
H  1.716  -9.272  -2.523
H  2.529  -5.642  -0.963
H  3.820  -6.766  -1.202
C  2.629  10.727  -2.230
O  3.016  11.710  -2.837
N  2.621  9.477  -2.783
N  2.167  10.789  -0.945
H  2.304  8.657  -2.301
H  2.951  9.392  -3.726
H  2.156  11.690  -0.508
H  1.844  9.991  -0.428
C  -2.753  -9.664  -5.455
O  -3.931  -9.355  -5.518
N  -2.292  -10.874  -5.886
N  -1.799  -8.826  -4.944
H  -1.330  -11.150  -5.843
H  -2.967  -11.512  -6.265
H  -2.104  -7.930  -4.608
H  -0.828  -9.064  -4.881
C  -4.166  -3.979  3.778
O  -4.367  -4.667  2.794
N  -4.862  -2.839  4.047
N  -3.215  -4.297  4.713
H  -4.704  -2.269  4.860
H  -5.577  -2.571  3.395
H  -2.685  -5.132  4.558
H  -3.033  -3.745  5.532

***

Computed, not measured: C5H10S in the gas phase in a non-equilibrium geometry, with the ωB97M-V functional and the def2-TZVPD basis.

Calculated values
**SMILES**: C=C[C@@H](C)SC
**E_tot**: -594.63291 Ha
**Energy relative to the best compared isomer or geometry (same formula, charge and spin)**: 163.2 kJ/mol
**Frontier orbital gap**: 0.349 Ha
**Total charge**: 0
**LUMO**: 0.0376 Eh

CARTESIAN COORDINATES (ANGSTROEM)
C  2.665  -0.614  0.457
C  1.672  -0.350  -0.359
C  0.413  0.375  0.203
C  0.242  1.931  -0.249
S  -0.984  -0.743  -0.359
C  -2.476  -0.136  0.485
H  3.501  -1.232  0.057
H  2.909  -0.299  1.419
H  1.559  -0.867  -1.320
H  0.391  0.403  1.274
H  1.157  2.408  -0.029
H  -0.363  2.368  0.463
H  -0.093  1.910  -1.334
H  -2.967  -0.953  0.986
H  -3.157  0.252  -0.272
H  -2.289  0.667  1.272

***

Computed, not measured: C2H4O3Si in the gas phase in a non-equilibrium geometry, with the ωB97M-V functional and the def2-TZVPD basis.

Calculated values
**E_tot**: -593.63018 Ha
**Energy relative to the best compared isomer or geometry (same formula, charge and spin)**: 98.1 kJ/mol
**Frontier orbital gap (alpha / beta)**: 0.285 / 0.291 Ha
**Total charge**: 0
**Spin multiplicity**: 3
**LUMO (alpha / beta)**: 0.0142 / -0.0973 Eh

CARTESIAN COORDINATES (ANGSTROEM)
C  -0.649  1.660  0.181
C  1.307  -0.831  0.044
O  -0.106  2.528  -0.485
O  -1.736  -1.119  0.423
O  -1.565  -0.990  -1.099
Si  -0.493  -0.274  -0.067
H  -1.477  1.866  1.116
H  1.584  -1.436  0.876
H  1.328  -1.475  -0.878
H  1.807  0.071  -0.111